Version P
A 2-piece molecular cluster, C11H16N2O overall, computed with wB97M-V/def2-TZVPD.

CARTESIAN COORDINATES (ANGSTROEM)
O (-0.7120, -1.5304, -0.9212)
N (0.5157, 1.4645, -2.2316)
N (-0.0761, 0.3364, -2.0012)
C (1.0430, -0.7057, 1.2804)
C (3.4670, 0.5251, 0.7389)
C (-0.9212, -0.1571, -3.1345)
C (1.2496, -0.2923, -0.0251)
C (-2.3256, -0.4314, 1.9827)
C (1.9894, -0.5359, 2.2877)
C (0.2215, -0.5242, -1.0669)
C (2.5626, 0.2717, -0.3604)
C (3.1312, 0.1585, 2.0249)
C (-2.1465, 0.4659, 1.0613)
C (-3.0584, 0.8561, -0.0612)
H (1.7436, -0.9350, 3.2286)
H (1.3188, 1.6316, -1.4845)
H (-4.1125, 0.6471, 0.2083)
H (2.9045, 0.2500, -1.3675)
H (-2.9879, 1.9070, -0.1395)
H (-3.0116, -1.1135, 2.3968)
H (-1.1946, 1.0062, 1.1928)
H (-1.9251, -0.2687, -2.6952)
H (-0.4431, -1.0927, -3.3829)
H (0.1019, -1.2869, 1.4953)
H (4.4540, 0.8361, 0.6051)
H (-0.3955, -2.1772, -0.3466)
H (-1.5334, -0.5918, 2.7641)
H (-0.8726, 0.6320, -3.7793)
H (-2.8462, 0.3340, -1.0144)
H (3.8593, 0.3204, 2.7453)

The value obtained for the frontier orbital gap (alpha / beta) is 7.23 / 7.22 eV. The calculation puts the lowest unoccupied orbital energy (alpha / beta) at 0.4682 / 0.4693 eV. The HOMO energy (alpha / beta) comes out at -6.76 / -6.75 eV. For the molar mass, the calculation gives 192.26 u.

These are the natural (NBO) partial charges, in e, on atoms 1 to 6: atom 1 (O): -0.6851, atom 2 (N): -0.6257, atom 3 (N): -0.0602, atom 4 (C): -0.2127, atom 5 (C): -0.1976, atom 6 (C): -0.3920

Version Q
A 2-piece molecular cluster, C11H16N2O overall, computed with wB97M-V/def2-TZVPD.

CARTESIAN COORDINATES (ANGSTROEM)
O (-0.9122, -1.0448, 1.2962)
N (-2.4135, -0.2628, -0.3669)
N (0.7939, 1.9165, -0.6642)
C (2.1886, 1.9431, 1.1380)
C (0.6343, -0.4895, -1.1951)
C (2.4611, -1.6731, -0.1699)
C (1.8440, 0.5240, 0.7086)
C (-3.8179, -0.5003, -0.6856)
C (1.5560, 2.7732, 0.0609)
C (3.0274, -0.3653, 0.3137)
C (0.9057, 0.6002, -0.4216)
C (-4.7941, -0.4618, 0.4962)
C (1.3568, -1.6604, -1.0578)
C (-1.6884, -0.7610, 0.4700)
H (-3.9550, 0.3467, -1.4726)
H (1.2202, 3.7405, -0.0830)
H (3.2746, -2.2284, -0.6390)
H (-0.0672, -0.5047, -1.9966)
H (-3.9585, -1.5009, -1.3168)
H (-5.1814, 0.5116, 0.7190)
H (3.5869, 0.1215, -0.5438)
H (3.7492, -0.5519, 1.0679)
H (-4.3851, -0.8497, 1.3971)
H (-5.6531, -1.0591, 0.1630)
H (2.0781, 2.2202, 2.2479)
H (3.2560, 1.8742, 0.9558)
H (0.2684, 2.3678, -1.3080)
H (2.2898, -2.2621, 0.7865)
H (1.0621, -2.6312, -1.3581)
H (1.2733, -0.1326, 1.4583)

The value obtained for the frontier orbital gap (alpha / beta) is 6.78 / 6.64 eV. The calculation puts the lowest unoccupied orbital energy (alpha / beta) at 0.7397 / 0.7499 eV. The HOMO energy (alpha / beta) comes out at -6.04 / -5.89 eV. For the molar mass, the calculation gives 192.26 u.

These are the natural (NBO) partial charges, in e, on atoms 1 to 6: atom 1 (O): -0.5178, atom 2 (N): -0.5783, atom 3 (N): -0.4171, atom 4 (C): -0.4561, atom 5 (C): -0.2812, atom 6 (C): -0.4461

Which of them is least stable? Easy: version P.

Version P
An isolated ion of composition C5H9N2 and charge +1, computed with wB97M-V/def2-TZVPD.

CARTESIAN COORDINATES (ANGSTROEM)
N (0.6299, -0.6578, 0.0620)
N (2.2730, 1.4022, -0.1460)
C (-1.8182, 0.8524, -0.5567)
C (-1.5028, 1.0304, 0.9214)
C (-0.4710, 0.4400, 0.1243)
C (0.8950, 0.5962, -0.1409)
C (0.8402, -2.0595, 0.0175)
H (-1.7263, 1.7872, -1.2525)
H (1.4479, -2.4678, 0.8727)
H (-1.5381, 1.9538, 1.4483)
H (-2.0744, 0.4402, 1.6263)
H (3.0537, 0.7975, -0.4738)
H (2.3463, 2.4187, -0.3767)
H (-2.5325, 0.1210, -0.8903)
H (1.3519, -2.3591, -0.8227)
H (-0.2449, -2.4932, 0.1732)

The value obtained for the frontier orbital gap is 10.34 eV. The calculation puts the lowest unoccupied orbital energy at -4.1345 eV. As for the SMILES: CN1C(=[NH2+])C12CC2. The HOMO energy comes out at -14.47 eV. The net charge is +1. For the molar mass, the calculation gives 97.14 u.

These are the natural (NBO) partial charges, in e, on atoms 1 to 6: atom 1 (N): -0.2505, atom 2 (N): -0.7930, atom 3 (C): -0.3937, atom 4 (C): -0.4505, atom 5 (C): 0.0920, atom 6 (C): 0.5826

Version Q
An isolated ion of composition C5H9N2 and charge +1, computed with wB97M-V/def2-TZVPD.

CARTESIAN COORDINATES (ANGSTROEM)
N (-0.4786, 0.5802, -0.7676)
N (-0.2535, -0.2971, 1.3133)
C (0.9483, -2.4990, 1.2465)
C (0.2632, -1.3324, 1.2216)
C (0.7412, 1.1045, -0.2460)
C (-0.4669, 0.8633, 0.6215)
C (-1.2250, 1.3338, -1.6829)
H (-1.1221, 1.5180, 1.0356)
H (-1.1182, 0.8171, -2.7062)
H (-2.3523, 1.4904, -1.4402)
H (0.4432, -3.2785, 1.8002)
H (0.9796, -2.8474, 0.1603)
H (-0.8063, 2.3064, -1.7043)
H (1.4732, 0.4458, -0.1342)
H (1.0028, 2.1199, -0.2883)
H (1.9715, -2.3251, 1.5707)

The value obtained for the frontier orbital gap is 9.37 eV. The calculation puts the lowest unoccupied orbital energy at -4.4411 eV. As for the SMILES: CC#[N+][C@H]1CN1C. The HOMO energy comes out at -13.81 eV. The net charge is +1. For the molar mass, the calculation gives 97.14 u.

These are the natural (NBO) partial charges, in e, on atoms 1 to 6: atom 1 (N): -0.3794, atom 2 (N): -0.2031, atom 3 (C): -0.7870, atom 4 (C): 0.6811, atom 5 (C): -0.1738, atom 6 (C): 0.0296

Which of them is least stable? Easy: version P.

Version P
An isolated ion of composition C5H9N2 and charge +1, computed with wB97M-V/def2-TZVPD.

CARTESIAN COORDINATES (ANGSTROEM)
N (-1.6764, -1.0343, 0.4097)
N (-0.1025, 0.1727, 1.3108)
C (0.3509, -0.1127, 0.0710)
C (-0.6689, -0.8402, -0.5225)
C (-1.4807, -0.1045, 1.3675)
C (1.5124, 1.0679, -1.8103)
C (1.7338, 0.4908, -0.3833)
H (0.7245, 1.7408, -1.7060)
H (-0.8275, -1.1424, -1.5670)
H (2.4486, -0.4648, -0.4525)
H (2.2124, 1.2593, 0.2114)
H (-2.1834, 0.4827, 1.9906)
H (2.3632, 1.5194, -2.3268)
H (-2.5235, -1.5252, 0.0989)
H (1.2532, 0.1853, -2.3146)
H (0.3002, 0.9679, 1.6883)

The value obtained for the frontier orbital gap is 9.63 eV. The calculation puts the lowest unoccupied orbital energy at -4.2906 eV. As for the SMILES: CCc1c[nH]c[nH+]1. The HOMO energy comes out at -13.92 eV. The net charge is +1. For the molar mass, the calculation gives 97.14 u.

These are the natural (NBO) partial charges, in e, on atoms 1 to 6: atom 1 (N): -0.4533, atom 2 (N): -0.4579, atom 3 (C): 0.1804, atom 4 (C): -0.0854, atom 5 (C): 0.2595, atom 6 (C): -0.5891

Version Q
An isolated ion of composition C5H9N2 and charge +1, computed with wB97M-V/def2-TZVPD.

CARTESIAN COORDINATES (ANGSTROEM)
N (-0.7826, -1.2738, 0.0149)
N (0.7986, 0.9251, -0.3295)
C (0.6007, 1.4839, 2.0710)
C (-0.7452, -1.0266, -1.2216)
C (-0.3980, -1.1147, -2.6040)
C (-0.4406, -0.4283, 1.0654)
C (0.3955, 0.6602, 0.8421)
H (1.6139, 2.0038, 1.9072)
H (1.3444, 1.7993, -0.5961)
H (0.6078, 1.0414, 3.1325)
H (-0.2002, 2.1976, 2.2069)
H (-1.1047, -0.6239, -3.2327)
H (-0.7940, -0.6833, 2.0259)
H (-1.2321, -2.2623, 0.2886)
H (-0.1786, -2.0621, -2.9474)
H (0.5150, -0.6362, -2.6232)

The value obtained for the frontier orbital gap (alpha / beta) is 6.86 / 8.41 eV. The calculation puts the lowest unoccupied orbital energy (alpha / beta) at -6.1677 / -4.9368 eV. The HOMO energy (alpha / beta) comes out at -13.03 / -13.35 eV. The net charge is +1. For the molar mass, the calculation gives 97.14 u.

These are the natural (NBO) partial charges, in e, on atoms 1 to 6: atom 1 (N): -0.5394, atom 2 (N): -0.5775, atom 3 (C): -0.6946, atom 4 (C): 0.6246, atom 5 (C): -0.7386, atom 6 (C): 0.0424

Version R
An isolated ion of composition C5H9N2 and charge +1, computed with wB97M-V/def2-TZVPD.

CARTESIAN COORDINATES (ANGSTROEM)
N (3.0049, 0.1375, 1.1371)
N (-0.0187, 0.3635, 0.3290)
C (0.1282, 0.3560, -1.2556)
C (0.7154, -0.8107, 0.6194)
C (3.3365, -1.0552, 1.0829)
C (1.9802, -0.7424, 0.8166)
C (-1.4573, 0.3874, 0.5937)
H (-1.9956, -0.5813, 0.2940)
H (-1.8831, 1.2036, -0.0251)
H (-0.3319, 1.2187, -1.7506)
H (0.3686, 1.1733, 0.6922)
H (-1.7690, 0.5998, 1.6304)
H (0.2342, -1.6882, 0.3274)
H (4.0444, -1.8586, 1.0373)
H (1.1973, 0.1691, -1.3862)
H (-0.5224, -0.4642, -1.4872)

The value obtained for the frontier orbital gap is 10.74 eV. The calculation puts the lowest unoccupied orbital energy at -3.2261 eV. As for the SMILES: C[NH+](C)/C=C1C=N/1. The HOMO energy comes out at -13.97 eV. The net charge is +1. For the molar mass, the calculation gives 97.14 u.

These are the natural (NBO) partial charges, in e, on atoms 1 to 6: atom 1 (N): -0.2569, atom 2 (N): -0.3388, atom 3 (C): -0.3817, atom 4 (C): -0.2053, atom 5 (C): 0.1624, atom 6 (C): 0.0971

Version S
C5H9N2 as an isolated structure, computed with wB97M-V/def2-TZVPD.

CARTESIAN COORDINATES (ANGSTROEM)
N (-2.5678, 0.2508, -0.4824)
N (1.3259, 0.2467, -0.9306)
C (-0.7929, -0.1965, -0.0118)
C (1.3026, 0.9387, 0.3803)
C (0.1231, -1.2464, 0.6179)
C (0.2793, -0.9102, -0.7536)
C (0.1342, 0.2235, 1.0515)
H (0.8420, 0.8166, -1.5504)
H (-0.2133, 0.6162, 2.1026)
H (0.9606, 1.9668, 0.3452)
H (2.1878, 0.8830, 1.0386)
H (0.2876, -1.5617, -1.6221)
H (-3.0693, -0.6069, -0.5838)
H (2.2222, 0.1110, -1.2678)
H (-2.8561, 0.5425, 0.4850)
H (-0.1659, -2.0739, 1.1814)

The value obtained for the frontier orbital gap is 11.07 eV. The calculation puts the lowest unoccupied orbital energy at -3.0822 eV. The HOMO energy comes out at -14.15 eV. The net charge is +1. For the molar mass, the calculation gives 97.14 u.

These are the natural (NBO) partial charges, in e, on atoms 1 to 6: atom 1 (N): -0.6984, atom 2 (N): -0.4982, atom 3 (C): 0.0970, atom 4 (C): -0.2630, atom 5 (C): -0.2376, atom 6 (C): -0.0891

Which of them is least stable? Easy: version Q.

Version P
An isolated ion of composition C5H9N2 and charge +1, computed with wB97M-V/def2-TZVPD.

CARTESIAN COORDINATES (ANGSTROEM)
N (-0.9966, -0.1300, 0.5498)
N (1.1886, -0.3380, -1.1675)
C (-2.0639, -0.0444, 1.4545)
C (2.1785, 1.5444, -0.1069)
C (1.5169, 0.3997, -0.0321)
C (0.0885, -1.0089, -1.3309)
C (-0.9993, -0.9809, -0.4043)
H (1.1330, -0.0027, 0.8943)
H (2.4913, 1.9639, -1.0492)
H (-2.8658, -0.7719, 1.2956)
H (-2.4557, 0.9767, 1.4098)
H (-0.0249, -1.5950, -2.2344)
H (-1.6559, -0.1471, 2.4645)
H (1.8694, -0.3031, -1.9263)
H (2.4244, 2.1059, 0.7747)
H (-1.8286, -1.6686, -0.5915)

The value obtained for the frontier orbital gap is 8.28 eV. The calculation puts the lowest unoccupied orbital energy at -5.8604 eV. As for the SMILES: C=C/[NH+]=C\C=N\C. The HOMO energy comes out at -14.14 eV. The net charge is +1. For the molar mass, the calculation gives 97.14 u.

These are the natural (NBO) partial charges, in e, on atoms 1 to 6: atom 1 (N): -0.2544, atom 2 (N): -0.4001, atom 3 (C): -0.4615, atom 4 (C): -0.3021, atom 5 (C): -0.0726, atom 6 (C): 0.2208

Version Q
An isolated ion of composition C5H9N2 and charge +1, computed with wB97M-V/def2-TZVPD.

CARTESIAN COORDINATES (ANGSTROEM)
N (-2.0156, 0.3144, 0.0120)
N (0.4727, -0.9189, -0.7144)
C (-1.3431, 1.4037, -0.2921)
C (2.0828, 0.3116, 0.5388)
C (-0.3605, -1.4689, 0.0981)
C (1.5896, -0.1512, -0.7778)
C (-1.6017, -0.9282, 0.3393)
H (-3.0849, 0.4533, 0.0506)
H (2.1195, 0.1008, -1.6126)
H (2.2108, 1.4505, 0.4717)
H (-2.3818, -1.4226, 0.8881)
H (1.5249, -0.1262, 1.3966)
H (-0.2408, -2.5491, 0.2314)
H (-1.8208, 2.2783, -0.7374)
H (3.0707, -0.0830, 0.4828)
H (-0.2219, 1.3355, -0.3752)

The value obtained for the frontier orbital gap (alpha / beta) is 7.96 / 7.95 eV. The calculation puts the lowest unoccupied orbital energy (alpha / beta) at -4.8215 / -4.8232 eV. As for the SMILES: C=[NH+]/C=C\N=C/C. The HOMO energy (alpha / beta) comes out at -12.78 / -12.78 eV. The net charge is +1. For the molar mass, the calculation gives 97.14 u.

These are the natural (NBO) partial charges, in e, on atoms 1 to 6: atom 1 (N): -0.3902, atom 2 (N): -0.3769, atom 3 (C): -0.0355, atom 4 (C): -0.7000, atom 5 (C): 0.0682, atom 6 (C): 0.2355

Which of them is least stable? Easy: version Q.

Version P
One molecule with the formula CHClO3S, computed with wB97M-V/def2-TZVPD.

CARTESIAN COORDINATES (ANGSTROEM)
Cl (4.5525, 0.1069, -0.1512)
S (-0.4425, -1.2239, -0.3742)
O (1.9577, 0.7845, -0.8470)
O (3.1733, -0.5492, 0.5848)
O (1.0927, -0.9686, 0.3619)
C (2.0110, -0.1121, -0.0597)
H (-0.0502, -1.4782, -1.5614)

The value obtained for the frontier orbital gap is 9.55 eV. The calculation puts the lowest unoccupied orbital energy at -0.7543 eV. As for the SMILES: O=C(OS)OCl. The HOMO energy comes out at -10.30 eV. For the molar mass, the calculation gives 128.54 u.

These are the natural (NBO) partial charges, in e, on atoms 1 to 6: atom 1 (Cl): 0.2731, atom 2 (S): 0.3648, atom 3 (O): -0.5671, atom 4 (O): -0.5043, atom 5 (O): -0.6298, atom 6 (C): 0.9726

Version Q
A 2-piece molecular cluster, CHClO3S overall, computed with wB97M-V/def2-TZVPD.

CARTESIAN COORDINATES (ANGSTROEM)
Cl (-1.8119, -0.0874, -0.0719)
S (-0.5201, -0.3786, 1.5612)
O (0.4458, -1.2427, 0.9309)
O (0.5350, -0.6636, -1.9447)
O (0.7625, 1.2690, -0.7488)
C (0.6489, 0.2643, -1.2991)
H (-0.0602, 0.8390, 1.5724)

The value obtained for the frontier orbital gap is 10.06 eV. The calculation puts the lowest unoccupied orbital energy at -0.6532 eV. The HOMO energy comes out at -10.71 eV. For the molar mass, the calculation gives 128.54 u.

These are the natural (NBO) partial charges, in e, on atoms 1 to 6: atom 1 (Cl): -0.2652, atom 2 (S): 1.1602, atom 3 (O): -0.9041, atom 4 (O): -0.4941, atom 5 (O): -0.5546, atom 6 (C): 1.0331

Which of them is least stable? Easy: version P.